Entry from OMol25: a cluster of 2 separate species, H5N2OP in total (ωB97M-V/def2-TZVPD).

XYZ file:
```
9
Properties=species:S:1:pos:R:3:forces:R:3
H 1.0327 1.8527 0.4576 -0.62 0.50 0.24
P 0.5000 -0.1335 -0.2974 -3.91 0.71 0.32
H 0.2827 -1.8664 1.1628 -0.15 -1.01 0.18
O 1.8963 -0.3140 -0.5732 2.77 -0.63 -0.03
N -0.3064 -1.1216 0.8648 1.59 1.91 -0.63
H -0.6644 1.5730 0.6826 -1.23 0.55 1.29
H -1.2300 -1.2848 0.5502 -0.84 -0.92 0.02
N 0.1456 1.4508 0.1599 2.27 -1.09 -1.51
H -1.6565 -0.1561 -3.0073 0.10 -0.01 0.14
```
Forces are in eV/Å.

For the LUMO energy (spin up / spin down), the calculation gives -0.6 / 0.0 eV. For the HOMO-LUMO gap (spin up / spin down), the calculation gives 0.363 / 0.296 hartree. The maximum force comes out at 3.983 eV/Å. Its total energy is -14394.9518 eV.

=====

Entry from OMol25: an isolated molecule of C26H31FN2O2 (ωB97M-V/def2-TZVPD).

XYZ file:
```
62
Properties=species:S:1:pos:R:3:forces:R:3
C -4.6242 -0.9980 1.0067 0.16 0.14 0.46
C 2.4574 2.3568 -0.7248 -0.35 0.18 0.03
C 4.6205 1.2010 -0.3151 -0.10 0.19 -0.35
H 3.7606 -0.2224 1.6894 -0.01 0.00 0.04
C -6.4827 0.6246 -0.5056 -0.12 -0.28 0.13
C 0.3916 -1.1829 0.7240 -0.25 0.14 -0.04
C 5.6701 0.2090 -0.7313 0.09 -0.11 -0.04
H -5.8581 1.4792 -0.7724 0.01 0.05 -0.07
H 3.6671 1.3095 -2.1647 0.05 -0.11 -0.11
H 2.1669 -2.0971 -1.3010 -0.01 0.04 -0.02
N -4.5586 -0.8684 -0.4286 -0.27 -0.03 0.07
O -3.4624 -0.8488 -2.3979 0.11 -0.02 -0.26
C -0.1094 -2.2546 -0.0082 0.24 -0.03 0.18
H -5.3081 0.1377 2.7052 0.04 0.02 0.04
H -0.7752 2.7082 -1.7292 -0.12 0.00 -0.04
N 5.3555 -1.1874 -0.4560 0.18 -0.02 -0.03
H 3.8875 -1.7305 2.5894 -0.02 0.03 0.07
H 1.1323 4.2680 1.7548 -0.03 0.07 0.07
C -3.4367 -0.9084 -1.1801 0.17 -0.11 0.01
H -3.6272 -1.1875 1.4059 -0.18 -0.06 -0.03
C 1.3104 2.2409 -1.5138 0.22 0.04 0.16
H -5.6772 -0.5762 -2.1315 -0.08 -0.09 0.15
C 3.6509 1.6219 -1.1264 0.55 -0.04 0.20
H 5.4484 -2.6671 0.9596 0.07 0.02 0.10
H 1.3500 1.6711 -2.4307 0.02 -0.07 -0.09
C -5.2291 0.2644 1.6245 -0.17 -0.29 0.01
H 6.6123 0.4238 -0.2178 -0.01 0.03 -0.12
H 0.4687 -3.1595 -0.1195 0.08 -0.06 -0.01
H 5.8421 0.2816 -1.8094 0.04 0.08 0.05
O 1.6022 -1.1590 1.3445 -0.25 -0.02 0.17
H 2.6216 -0.4583 -0.8449 -0.07 -0.13 0.01
C 1.1979 3.6923 0.8446 -0.22 0.03 0.03
C 2.8720 -1.5096 -0.7115 0.01 -0.12 0.09
C 2.7259 -1.8338 0.7788 0.37 0.10 -0.25
C 2.3827 3.1005 0.4534 -0.02 -0.08 -0.16
H -6.4943 -1.5106 -0.8524 0.02 0.01 -0.03
C -2.1377 -1.0266 -0.4444 0.21 0.05 -0.11
H 3.2619 3.2261 1.0663 0.09 0.01 0.07
H 2.6329 -2.9216 0.9226 -0.02 0.11 0.02
C -6.6024 0.5334 1.0138 0.18 0.26 -0.07
H -2.2295 0.9365 0.4182 -0.08 0.12 0.03
C -1.3582 -2.1649 -0.5962 -0.20 0.16 -0.01
H -1.7363 -2.9901 -1.1814 -0.02 -0.07 -0.08
H -4.5704 1.1123 1.4284 0.08 0.04 0.03
F -1.0919 4.0873 0.4466 0.09 -0.04 -0.04
C -5.8450 -0.6501 -1.0556 -0.12 0.29 -0.44
H -7.0165 1.4597 1.4154 -0.07 -0.04 0.04
C 0.0756 3.5313 0.0516 0.08 -0.09 -0.12
H 0.0063 0.7810 1.4557 0.09 0.13 0.04
C -0.3938 -0.0403 0.8818 0.22 -0.14 0.07
C 4.2918 -1.7862 -1.2277 -0.19 0.00 0.00
H -5.2639 -1.8581 1.2475 0.07 0.02 0.03
C 3.9107 -1.2969 1.5888 -0.07 -0.17 -0.15
H 4.6286 1.4923 0.7255 -0.13 0.04 0.16
C 5.2640 -1.5864 0.9286 -0.09 -0.04 0.15
H 4.4658 -2.8693 -1.2163 -0.03 0.00 -0.12
C -1.6430 0.0365 0.3054 -0.03 -0.21 -0.09
H -7.2824 -0.2809 1.2768 -0.07 -0.02 0.04
H 6.0589 -1.0927 1.4918 0.03 -0.08 0.03
H 4.3727 -1.4444 -2.2617 0.00 -0.08 -0.03
C 0.1153 2.8159 -1.1307 -0.20 0.23 0.20
H -7.4648 0.7652 -0.9588 -0.01 0.04 -0.05
```
Forces are in eV/Å.

For the LUMO energy, the calculation gives 0.8 eV. For the HOMO-LUMO gap, the calculation gives 0.331 hartree. The maximum force comes out at 0.583 eV/Å. The SMILES is O=C(c1ccc(OC2CCN(C/C=C/c3ccc(F)cc3)CC2)cc1)N1CCCCC1. Its total energy is -37257.8662 eV.

=====

Entry from OMol25: an isolated molecule of C7H12S (ωB97M-V/def2-TZVPD).

XYZ file:
```
20
Properties=species:S:1:pos:R:3:forces:R:3
H 2.1313 -0.9499 0.9809 0.33 0.69 -0.50
C 0.2239 -0.6644 0.0900 -3.80 1.26 -1.10
H 1.2431 -1.6797 -1.5594 -0.76 1.68 -0.06
S -2.2932 -1.0591 0.0862 0.58 0.11 0.07
C 0.6458 -0.6895 -1.4288 5.10 -0.54 3.29
H -2.3676 1.8466 -1.3123 1.75 -1.28 1.00
H -0.6839 -2.8873 0.0207 0.94 1.84 0.73
C -0.6391 -1.8442 0.5376 -3.18 -2.64 0.57
H -0.5965 1.9639 -1.3297 2.08 0.61 -1.14
C 1.2603 -0.2867 1.0563 0.78 1.43 1.15
H 1.3980 0.2167 -1.6288 -1.86 -1.96 0.22
C -1.3618 1.5318 -0.8011 -3.52 1.13 0.01
H -0.8515 -2.0441 1.6644 1.46 0.55 -1.80
C -1.1938 0.3731 0.0843 1.85 -1.71 -0.55
H -2.2677 1.8588 1.1060 -3.42 0.97 2.09
H -0.1708 -0.7264 -2.0291 -2.33 0.20 -1.87
H 1.0458 -0.3513 2.1517 -0.69 -0.04 -0.93
H 1.3750 0.8143 0.8531 1.11 -1.01 0.28
H -0.4591 2.0425 1.1540 0.17 0.76 0.53
C -1.3722 1.7317 0.7007 3.41 -2.07 -1.98
```
Forces are in eV/Å.

For the LUMO energy, the calculation gives 0.9 eV. For the HOMO-LUMO gap, the calculation gives 0.330 hartree. The maximum force comes out at 6.092 eV/Å. The SMILES is CC1(C)CSC12CC2. Its total energy is -18285.5854 eV.

=====

Entry from OMol25: a cluster of 4 separate species, C17H40NO10PS3 in total (ωB97M-V/def2-TZVPD).

XYZ file:
```
72
Properties=species:S:1:pos:R:3:forces:R:3
H -0.0150 -2.9787 -3.3452 -0.03 0.06 0.13
H -1.2364 9.6574 1.2181 -0.01 0.00 -0.01
H 3.4432 -1.8008 -2.8639 0.00 0.09 0.02
C 2.3909 -1.4618 -1.0132 -0.04 -0.06 0.01
H -6.1961 -1.5685 0.0258 -0.01 -0.04 0.00
H -1.6095 -3.4983 -1.4669 0.03 0.01 0.00
H -3.9823 -5.9407 0.2599 0.02 0.02 -0.02
H 4.7986 -4.6200 -1.3631 0.02 0.02 0.09
C -0.8109 -5.4867 -1.2515 0.05 -0.23 0.16
H -8.0219 -1.0175 1.6657 0.00 0.00 0.01
H -0.2490 8.2532 1.6339 0.00 -0.03 -0.02
C -6.0998 -1.7422 1.0982 0.01 0.13 -0.06
H -3.1520 -4.3666 0.2843 0.00 -0.01 0.02
H -2.1564 -4.6278 -2.6987 -0.02 -0.07 -0.01
H 2.7733 -6.9051 -1.2070 -0.02 -0.02 0.02
O -5.5961 -3.8055 -0.9301 0.00 0.00 -0.02
H -3.4945 6.5153 -1.1378 0.00 0.00 -0.01
P 2.7804 -4.0686 -2.3959 0.06 -0.16 -0.08
H 1.9760 -2.0282 -0.1811 0.03 -0.02 0.09
H 0.9086 -6.2715 -1.7692 0.28 -0.13 0.32
C 0.3487 9.2598 -0.1958 -0.02 -0.03 -0.04
C -7.4437 -1.9374 1.7636 0.01 -0.05 0.02
C 1.9545 4.0829 2.5647 0.01 -0.05 0.06
H 3.5735 -4.6104 -0.1136 -0.14 0.01 -0.02
C 3.7855 -4.9601 -1.1275 0.05 -0.05 0.16
H 1.0327 9.9541 0.2938 0.00 0.01 -0.01
H 2.3572 4.5042 3.4860 0.00 0.02 -0.02
C -0.6891 8.8119 0.8075 0.03 0.05 0.13
H 1.7027 3.0400 2.7512 0.01 0.00 -0.02
H 6.5375 2.5653 2.5606 0.00 -0.01 0.00
O -1.7339 7.9955 0.2118 0.01 0.02 -0.10
O -6.5313 -4.9320 1.0533 0.01 -0.02 0.03
C 2.9423 4.2241 1.4324 -0.10 0.10 -0.14
C -0.0273 -3.9684 -2.8896 -0.07 -0.11 -0.02
H -3.5384 5.9687 0.5731 0.00 0.01 0.00
H 0.8107 -3.4511 -1.0300 0.29 0.08 0.14
O -0.7737 5.8776 0.9942 0.03 -0.03 0.04
H -0.1230 9.7683 -1.0361 0.00 0.01 0.01
C -1.2939 -4.3256 -2.1108 0.09 0.13 0.00
S -1.3717 6.4976 -0.1525 0.04 0.01 0.03
S 4.3980 2.0913 1.7345 -0.04 0.01 -0.03
H 6.5048 2.4580 0.7679 0.00 0.01 0.00
S -5.4760 -4.1772 0.4500 0.00 0.05 -0.05
O 3.9284 1.5402 2.9682 0.03 0.01 0.03
H -3.7899 -5.0677 1.8079 -0.01 -0.01 0.00
C 3.2669 -2.3228 -1.9228 -0.03 0.07 -0.14
H -2.9231 4.8783 -0.7067 0.00 0.00 0.00
C 3.7761 -6.4880 -1.1966 0.04 0.07 -0.01
O -0.6724 6.4478 -1.3989 -0.03 0.01 -0.03
O -5.2013 -2.8616 1.3008 -0.05 -0.05 0.08
H 0.1330 -4.7093 -3.6786 0.02 0.09 -0.09
H 1.5626 -1.0047 -1.5571 -0.05 -0.09 0.00
C 1.0240 -4.1947 -1.7976 -0.10 0.02 0.08
O 3.8604 1.5821 0.5063 0.00 -0.04 -0.04
H 6.4210 0.9717 1.7623 0.00 0.00 0.00
H 0.9231 8.4205 -0.5835 0.00 -0.01 0.01
H -7.3185 -2.1612 2.8228 0.00 0.02 0.00
H 4.2477 -2.4255 -1.4546 0.05 -0.09 -0.06
H 2.5822 3.7616 0.5135 0.02 -0.04 0.02
H 2.9775 -0.6520 -0.5807 0.00 0.06 -0.06
H -8.0034 -2.7509 1.3065 0.00 0.00 -0.01
C -3.9367 -4.9644 0.7363 0.00 -0.03 0.02
H 4.3065 -6.8376 -2.0819 -0.07 -0.02 -0.07
H -5.5606 -0.9041 1.5353 0.00 -0.01 0.01
H 3.1619 5.2687 1.2234 0.02 0.00 0.02
C 6.1541 2.0245 1.6999 0.02 -0.02 -0.01
H 1.0438 4.6179 2.2957 -0.02 0.02 0.00
N 0.6213 -5.4876 -1.1857 -0.51 0.38 -0.57
O 4.2517 3.6649 1.7432 0.00 -0.01 0.10
O -1.4982 -6.3237 -0.7296 0.03 -0.02 -0.08
C -3.0120 5.9106 -0.3749 -0.01 -0.03 0.00
H 4.2765 -6.9075 -0.3237 0.06 0.00 0.00
```
Forces are in eV/Å.

For the LUMO energy, the calculation gives 0.3 eV. For the HOMO-LUMO gap, the calculation gives 0.325 hartree. The maximum force comes out at 0.853 eV/Å. The SMILES is CCP(CC)[C@H]1CCC(=O)N1.CCOS(C)(=O)=O.CCOS(C)(=O)=O.CCOS(C)(=O)=O. Its total energy is -82036.0885 eV.

=====

Entry from OMol25: a structure of composition C21H22BrIrN4O2S4Sb (ωB97M-V/def2-TZVPD).

XYZ file:
```
56
Properties=species:S:1:pos:R:3:forces:R:3
H 1.8136 5.0579 -0.2856 0.00 0.00 -0.01
C -4.1689 -2.5698 -1.4368 0.11 -0.01 0.00
Br 5.3526 -4.9960 0.9513 0.01 0.03 -0.03
H -0.9512 0.9001 -2.1716 0.00 0.04 -0.06
H -4.6986 1.9612 -0.6586 -0.01 0.01 0.02
H 0.5941 -3.6767 -0.4818 -0.01 -0.05 0.08
H -5.5757 -0.2154 -1.4805 -0.02 0.00 -0.03
C -4.1079 1.0589 -0.6002 -0.03 -0.08 -0.03
H 3.8000 -0.6435 2.8543 -0.03 0.01 0.03
C -2.0033 -3.4698 -0.8460 0.06 0.16 0.10
H 0.1956 4.5514 -0.8138 -0.01 0.01 -0.02
C 4.4591 -2.4905 2.0081 -0.08 0.06 -0.01
O 1.4787 -0.5281 1.9652 0.29 0.06 -0.29
H -2.4646 2.0166 0.4639 0.01 -0.02 0.05
H -1.0052 2.0592 -3.5176 0.01 0.00 -0.02
C -2.4914 -1.1473 -0.4217 0.36 -0.08 -0.11
H 1.9909 3.8531 -2.2889 -0.01 0.01 0.01
C -0.3500 1.5094 -2.8411 -0.02 -0.02 0.03
H 2.1522 1.5400 1.2701 0.00 0.01 0.02
N 0.4304 2.4629 -2.0706 -0.04 -0.09 -0.13
C 0.9675 4.4024 -0.0651 0.02 0.09 -0.01
C 0.8459 2.0714 -0.8294 0.10 -0.07 0.33
N -0.3056 -1.9467 0.1423 0.33 0.22 -0.51
S -1.4015 -1.2331 2.6946 -0.63 -1.59 0.97
H 0.5794 4.1522 -3.3209 0.02 0.01 0.01
H 3.0688 3.0604 1.2030 -0.01 0.02 -0.06
C -3.3097 -3.6300 -1.3443 -0.12 0.09 -0.04
Ir -0.3224 -0.1444 1.1361 -0.52 -0.02 -0.32
Sb -0.3754 0.4345 4.5846 0.20 0.25 1.24
O 0.7359 0.8632 -0.5062 0.05 -0.02 -0.12
H 2.6582 -4.4398 -0.0902 -0.02 -0.03 -0.01
C 2.0683 2.6187 1.2060 0.41 0.06 -0.04
H -1.3520 -4.3305 -0.7922 -0.01 -0.02 0.00
C 2.2700 -1.4937 1.6249 -0.29 0.10 0.08
S 1.8363 0.2791 4.8733 -0.02 0.03 0.18
C 4.1205 -3.5723 1.1774 -0.09 -0.14 -0.13
S -0.7474 1.7031 2.6215 0.07 0.88 -1.01
C -2.8411 1.1086 0.0109 0.02 -0.15 0.16
H -5.1639 -2.6988 -1.8399 -0.04 0.01 0.00
S -3.3567 -1.0063 2.7938 0.35 0.05 -0.12
C 3.5688 -1.4765 2.2056 -0.02 -0.04 0.06
H -3.6350 -4.6141 -1.6521 0.02 -0.01 -0.05
C 2.9091 -3.6094 0.5567 0.12 0.00 0.08
C -4.5824 -0.1345 -1.0592 0.13 -0.04 0.05
C -1.5740 -2.2429 -0.4031 -0.21 0.10 -0.03
N -2.0793 0.0442 0.1257 -0.06 0.23 -0.35
C 1.9500 -2.5840 0.7588 -0.02 0.06 -0.06
H 5.4205 -2.4733 2.5012 0.05 0.01 -0.01
N 1.3695 3.0085 -0.0142 -0.22 -0.19 0.14
C -3.7634 -1.2901 -0.9882 -0.13 -0.01 -0.02
H 0.2908 0.8442 -3.4281 0.01 0.01 0.00
H 0.5618 4.6825 0.9088 0.01 -0.02 0.01
C 1.2148 3.3805 -2.8814 -0.01 0.03 -0.03
C 0.6977 -2.7646 0.1037 -0.06 0.12 -0.01
H 1.5270 2.9680 2.0814 -0.03 -0.05 -0.01
H 1.6988 2.8296 -3.6941 -0.02 0.00 0.01
```
Forces are in eV/Å.

For the LUMO energy (spin up / spin down), the calculation gives -1.2 / -1.7 eV. For the HOMO-LUMO gap (spin up / spin down), the calculation gives 0.213 / 0.191 hartree. The maximum force comes out at 1.969 eV/Å. As for the spin multiplicity: 2. Its total energy is -154952.2287 eV.